Record 1
{
  "formula": "C23H44O8PS4",
  "method": "the ωB97M-V functional and the def2-TZVPD basis",
  "symbols": ["C", "C", "C", "C", "C", "C", "C", "C", "C", "O", "C", "P", "O", "S", "C", "H", "H", "H", "H", "H", "H", "H", "H", "H", "H", "H", "H", "H", "H", "H", "H", "H", "H", "H", "H", "C", "C", "C", "S", "O", "O", "C", "H", "H", "H", "H", "H", "H", "H", "H", "C", "C", "C", "S", "O", "O", "C", "H", "H", "H", "H", "H", "H", "H", "H", "C", "C", "C", "S", "O", "O", "C", "H", "H", "H", "H", "H", "H", "H", "H"],
  "coordinates": [[-1.805, -3.784, -0.703], [-1.103, -2.380, -1.096], [-1.451, -1.574, -2.369], [-0.732, -0.229, -2.588], [0.336, 0.379, -1.607], [0.917, 1.808, -2.011], [-0.123, 2.918, -1.470], [2.441, 2.060, -1.593], [0.691, -0.435, -0.344], [1.636, 0.053, 0.591], [1.061, 0.240, 1.923], [0.217, 1.940, 2.194], [1.452, 2.332, 3.404], [-0.775, 3.804, 2.676], [-0.047, -1.798, -0.137], [-1.767, -3.831, 0.443], [-1.293, -4.676, -1.186], [-2.910, -3.672, -0.985], [-2.224, -2.007, -3.080], [-1.030, 0.372, -3.522], [0.884, 1.863, -3.165], [0.361, 3.784, -0.907], [-0.974, 2.442, -0.852], [-0.655, 3.366, -2.396], [2.964, 1.042, -1.431], [3.050, 2.638, -2.386], [2.575, 2.653, -0.620], [1.949, 0.190, 2.662], [0.339, -0.586, 2.253], [-0.579, 1.310, 3.246], [-0.871, 1.604, 1.273], [1.003, 2.543, 1.126], [2.326, 2.427, 2.950], [-0.348, 4.849, 1.872], [0.203, -2.415, 0.798], [5.078, -2.489, -3.614], [5.755, -2.153, -2.284], [6.529, -0.848, -2.480], [5.671, 0.055, -3.765], [6.539, 0.154, -4.917], [5.024, 1.208, -3.185], [4.437, -1.193, -4.091], [4.338, -3.285, -3.502], [5.829, -2.825, -4.337], [4.991, -2.016, -1.511], [6.416, -2.957, -1.952], [6.547, -0.250, -1.569], [7.549, -1.035, -2.823], [4.188, -1.201, -5.152], [3.552, -0.950, -3.498], [-5.544, -7.836, -1.003], [-4.931, -8.857, -1.964], [-4.294, -8.078, -3.117], [-3.831, -6.484, -2.447], [-4.629, -5.467, -3.090], [-2.391, -6.403, -2.370], [-4.482, -6.762, -0.809], [-5.830, -8.293, -0.053], [-6.442, -7.399, -1.452], [-4.163, -9.435, -1.440], [-5.678, -9.565, -2.332], [-3.406, -8.581, -3.500], [-5.006, -7.910, -3.927], [-4.880, -5.832, -0.404], [-3.664, -7.125, -0.182], [-1.742, 8.501, 6.431], [-0.593, 7.525, 6.692], [-0.716, 6.388, 5.675], [-1.525, 7.086, 4.239], [-2.816, 6.459, 4.089], [-0.576, 7.172, 3.153], [-1.765, 8.717, 4.924], [-1.605, 9.442, 6.969], [-2.686, 8.056, 6.760], [0.363, 8.041, 6.553], [-0.613, 7.141, 7.715], [0.260, 5.999, 5.385], [-1.341, 5.578, 6.053], [-2.704, 9.137, 4.564], [-0.927, 9.341, 4.603]],
  "homo_energy_ev": -3.777,
  "lumo_energy_ev": 1.77,
  "orbital_gap_ha": 0.2039,
  "total_charge": -1,
  "mol_weight_g_mol": 607.8
}

Record 2
{
  "formula": "C4H13NO3",
  "method": "the ωB97M-V functional and the def2-TZVPD basis",
  "symbols": ["C", "C", "C", "O", "N", "C", "O", "H", "H", "H", "H", "H", "H", "H", "H", "H", "H", "H", "O", "H", "H"],
  "coordinates": [[-1.239, 0.852, 0.613], [-0.950, -0.576, 0.124], [-0.985, -1.546, 1.288], [-2.329, -1.931, 1.607], [0.298, -0.700, -0.644], [0.276, -0.058, -1.952], [1.291, 0.923, -2.079], [-0.884, 1.475, -0.204], [-2.266, 1.174, 0.782], [-0.640, 1.220, 1.444], [-1.690, -0.807, -0.645], [-0.557, -1.156, 2.214], [-0.470, -2.464, 1.011], [-2.900, -1.165, 1.484], [1.103, -0.336, -0.154], [0.519, -0.806, -2.708], [-0.726, 0.346, -2.124], [0.939, 1.793, -1.863], [3.960, 1.524, 0.775], [3.058, 1.284, 0.991], [4.191, 0.954, 0.039]],
  "relative_energy_kj_mol": 205.18,
  "homo_energy_ev": -9.340,
  "lumo_energy_ev": 0.51,
  "orbital_gap_ha": 0.3619,
  "total_charge": 0,
  "smiles": "C[C@H](CO)NCO.O",
  "mol_weight_g_mol": 123.2
}

Record 3
{
  "formula": "C6H12O",
  "method": "the ωB97M-V functional and the def2-TZVPD basis",
  "symbols": ["C", "C", "C", "C", "C", "C", "O", "H", "H", "H", "H", "H", "H", "H", "H", "H", "H", "H", "H"],
  "coordinates": [[-1.593, 0.693, -0.337], [-0.373, 0.825, -0.954], [0.042, -0.034, -2.124], [1.279, 0.115, 0.434], [0.981, 0.191, 1.748], [1.066, -1.168, 1.157], [-0.045, -2.006, 0.960], [-1.258, 0.504, 1.305], [-2.135, 1.560, 0.028], [-2.197, -0.197, -0.524], [0.074, 1.819, -0.925], [-0.358, 0.410, -3.045], [-0.351, -1.052, -2.036], [1.128, -0.096, -2.239], [2.001, 0.533, -0.252], [1.275, 0.752, 2.627], [-0.607, 0.420, 1.830], [1.912, -1.815, 1.397], [-0.838, -1.456, 0.950]],
  "relative_energy_kj_mol": 598.05,
  "homo_energy_ev": -9.158,
  "lumo_energy_ev": 0.97,
  "orbital_gap_ha": 0.3722,
  "total_charge": 0,
  "mol_weight_g_mol": 100.2
}

Record 4
{
  "formula": "C3H7N3O2",
  "method": "the ωB97M-V functional and the def2-TZVPD basis",
  "symbols": ["C", "O", "C", "N", "C", "O", "N", "N", "H", "H", "H", "H", "H", "H", "H"],
  "coordinates": [[0.131, -1.832, 0.424], [-0.160, -0.762, -0.576], [0.060, 0.454, -0.144], [0.806, 0.868, 0.910], [2.063, 0.450, 0.863], [2.430, -0.394, 0.049], [-0.863, 1.354, -0.544], [-2.221, 1.429, -1.167], [-0.503, -2.640, 0.008], [1.263, -2.248, 0.320], [-0.290, -1.543, 1.475], [2.808, 0.882, 1.562], [-0.665, 2.236, -0.226], [-2.263, 1.117, -2.250], [-2.597, 0.627, -0.704]],
  "relative_energy_kj_mol": 443.17,
  "homo_energy_ev": -9.133,
  "lumo_energy_ev": 0.58,
  "orbital_gap_ha": 0.3571,
  "total_charge": 0,
  "smiles": "CO/C(=N\\C=O)NN",
  "mol_weight_g_mol": 117.1
}

Record 5
{
  "formula": "C2H4O4",
  "method": "the ωB97M-V functional and the def2-TZVPD basis",
  "symbols": ["C", "C", "O", "H", "H", "O", "O", "O", "H", "H"],
  "coordinates": [[-0.737, 1.477, 0.664], [0.341, 1.122, 1.243], [1.332, 1.014, 1.782], [-0.588, 1.884, -0.287], [-1.646, 0.994, 0.939], [0.868, -1.445, 0.141], [0.906, -0.791, -0.999], [-0.464, -0.522, -1.442], [0.718, -2.386, -0.127], [-0.729, -1.347, -1.914]],
  "relative_energy_kj_mol": 721.96,
  "homo_energy_ev": -8.791,
  "lumo_energy_ev": 0.38,
  "orbital_gap_ha": 0.3370,
  "total_charge": 0,
  "smiles": "C=C=O.OOO",
  "mol_weight_g_mol": 92.0
}